Below is the molecule C2H2N4O, with properties calculated with wB97M-V/def2-TZVPD.

```
9
Properties=species:S:1:pos:R:3:forces:R:3:nbo_charge:R:1
O 2.095446 -0.322865 -0.096954 -2.4 -1.0 0.4 -0.624
C 1.056459 0.556597 0.027326 5.5 2.1 -1.4 0.315
C -0.186507 0.255751 0.176033 -4.6 0.9 1.7 0.002
N -1.385720 1.053605 0.146765 -0.8 -0.8 -2.5 -0.149
N -2.350307 0.260149 -0.190339 3.6 0.5 2.2 -0.033
N -1.768161 -1.120121 -0.062536 -0.2 0.2 0.2 -0.041
N -0.550517 -1.014439 0.228733 -1.6 -3.0 -1.2 -0.205
H 1.728074 -1.287846 -0.030978 0.7 2.3 0.0 0.518
H 1.361233 1.619170 -0.198050 -0.2 -1.3 0.6 0.217
```
Forces are in eV/Å.

Energy above the lowest of the compared OMol25 structures with the same formula, charge and spin   40.10 kcal/mol
Net charge   0
SMILES string   OC=C1N=NN=N1
Orbital gap   9.1 eV
HOMO   -10.5685 eV
Calculated total energy   -371.55646 a.u.